1.
Computed, not measured: a structure of composition C25H26CoN2O2, with the ωB97M-V functional and the def2-TZVPD basis.

XYZ file:
```
56
C25H26CoN2O2, DFT the ωB97M-V functional and the def2-TZVPD basis
Co 0.58 0.86 0.37
O -0.54 1.28 1.83
C -1.76 1.69 1.80
C -2.44 1.88 3.03
C -3.75 2.29 3.07
C -4.47 2.55 1.89
C -3.84 2.38 0.69
C -2.50 1.95 0.61
C -1.92 1.78 -0.69
N -0.74 1.35 -0.92
C -0.31 1.10 -2.29
C 1.19 1.33 -2.36
N 1.77 0.78 -1.12
C 3.02 0.50 -1.09
C 3.74 0.07 0.07
C 5.11 -0.24 -0.08
C 5.88 -0.63 0.98
C 5.27 -0.73 2.24
C 3.95 -0.44 2.43
C 3.12 -0.03 1.35
O 1.88 0.22 1.58
H -1.88 1.69 3.94
H -4.23 2.42 4.03
H -5.50 2.87 1.93
H -4.37 2.57 -0.24
H -2.56 2.01 -1.54
H -0.85 1.73 -3.00
H -0.52 0.05 -2.52
H 1.42 2.40 -2.41
H 1.62 0.85 -3.24
H 3.60 0.59 -2.01
H 5.55 -0.15 -1.07
H 6.93 -0.86 0.85
H 5.87 -1.03 3.10
H 3.48 -0.51 3.41
C -0.97 -1.49 3.04
C -1.14 -1.64 1.55
C -2.36 -1.39 0.94
C -2.52 -1.54 -0.44
C -3.85 -1.25 -1.09
C -1.43 -1.94 -1.20
C -0.19 -2.18 -0.61
C 0.99 -2.61 -1.45
C -0.06 -2.03 0.76
H -1.02 -2.46 3.53
H -1.75 -0.86 3.46
H 0.00 -1.03 3.26
H -3.20 -1.05 1.54
H -4.45 -2.16 -1.16
H -3.72 -0.87 -2.10
H -4.41 -0.52 -0.51
H -1.54 -2.06 -2.27
H 1.09 -3.69 -1.46
H 1.92 -2.20 -1.04
H 0.89 -2.27 -2.48
H 0.90 -2.20 1.23
```

Values from the calculation:
Gap between HOMO and LUMO (spin up / spin down) in eV: 7.76 / 7.74
HOMO energy (spin up / spin down) in eV: -7.50 / -7.46
Multiplicity: 2
Charge: 0
Energy above the lowest of the compared OMol25 structures with the same formula, charge and spin in kJ/mol: 0.0

Atomic partial charges in e from the Mulliken method, atoms 1 to 2:
1. Co -0.262
2. O -0.427

2.
Computed, not measured: a structure of composition C25H26F6InN4OP, with the ωB97M-V functional and the def2-TZVPD basis.

XYZ file:
```
64
C25H26F6InN4OP, DFT the ωB97M-V functional and the def2-TZVPD basis
In -0.53 -0.61 -0.46
C -2.60 2.55 -2.62
C -1.41 1.65 -2.32
O -1.78 0.61 -1.48
C -0.88 1.05 -3.64
F -0.55 1.96 -4.54
F 0.21 0.28 -3.41
F -1.81 0.25 -4.17
C -0.32 2.49 -1.61
F 0.67 1.65 -1.11
F 0.28 3.37 -2.38
F -0.82 3.11 -0.54
H -3.35 1.98 -3.16
H -2.31 3.41 -3.22
H -3.03 2.90 -1.68
N -3.60 -3.33 -1.59
C -2.88 -4.27 -0.88
C -1.77 -3.64 -0.43
N -1.82 -2.32 -0.86
C -2.94 -2.17 -1.55
H -4.48 -3.49 -2.06
H -3.21 -5.29 -0.77
H -0.96 -4.03 0.15
H -3.27 -1.25 -2.02
C -0.27 -1.63 2.97
P -0.18 -0.11 1.99
C -1.41 1.04 2.59
C -2.52 1.36 1.81
C -3.48 2.23 2.32
C -3.32 2.76 3.59
C -2.21 2.44 4.37
C -1.25 1.58 3.87
C 1.46 0.59 2.21
C 1.65 1.95 1.93
C 2.92 2.50 2.04
C 3.99 1.70 2.42
C 3.80 0.35 2.70
C 2.54 -0.21 2.60
H -0.03 -1.41 4.01
H 0.42 -2.39 2.61
H -1.29 -2.01 2.92
H -2.64 0.97 0.81
H -4.34 2.49 1.73
H -4.07 3.44 3.99
H -2.10 2.86 5.36
H -0.38 1.34 4.47
H 0.81 2.57 1.64
H 3.07 3.55 1.83
H 4.98 2.14 2.51
H 4.64 -0.26 3.02
H 2.40 -1.25 2.83
N 4.80 -2.55 -3.15
C 3.68 -2.17 -2.53
C 2.44 -2.78 -2.82
C 1.31 -2.35 -2.18
N 1.31 -1.36 -1.26
C 2.50 -0.77 -0.98
C 3.67 -1.14 -1.57
H 4.80 -3.27 -3.84
H 5.68 -2.10 -2.95
H 2.37 -3.58 -3.54
H 0.35 -2.80 -2.40
H 2.49 0.03 -0.25
H 4.59 -0.62 -1.31
```

Values from the calculation:
Gap between HOMO and LUMO in eV: 9.51
HOMO energy in eV: -14.60
Multiplicity: 1
Charge: +2
Energy above the lowest of the compared OMol25 structures with the same formula, charge and spin in kJ/mol: 0.0

Atomic partial charges in e from the Mulliken method, atoms 1 to 2:
1. In 1.096
2. C -1.880

| no. | largest force on an atom (eV/A) |
| --- | --- |
| 1 | 0.28 |
| 2 | 0.16 |